{"formula": "C25H26NO2", "method": "the ωB97M-V functional and the def2-TZVPD basis", "de_lowest_kj_mol": 83.7, "charge": 1, "smiles": "COc1ccc([C@H](c2ccc(Oc3ccccc3)cc2)[N+]2=C(C)CCC2)cc1", "elements": ["C", "O", "C", "C", "C", "C", "C", "C", "C", "C", "C", "O", "C", "C", "C", "C", "C", "C", "C", "C", "N", "C", "C", "C", "C", "C", "C", "C", "H", "H", "H", "H", "H", "H", "H", "H", "H", "H", "H", "H", "H", "H", "H", "H", "H", "H", "H", "H", "H", "H", "H", "H", "H", "H"], "positions_angstrom": [[1.91, -6.16, -7.12], [1.51, -6.32, -5.74], [0.79, -5.32, -5.14], [0.37, -5.55, -3.81], [-0.52, -4.66, -3.21], [-0.73, -3.37, -3.73], [-1.52, -2.24, -2.99], [-1.32, -0.80, -3.56], [-2.36, 0.15, -3.46], [-2.14, 1.50, -3.67], [-1.04, 1.87, -4.45], [-1.06, 3.12, -5.09], [-1.89, 3.25, -6.20], [-3.03, 4.05, -6.10], [-3.87, 4.18, -7.22], [-3.55, 3.54, -8.42], [-2.40, 2.74, -8.49], [-1.58, 2.57, -7.38], [-0.03, 0.95, -4.71], [-0.14, -0.33, -4.16], [-1.39, -2.33, -1.57], [-2.23, -1.82, -0.69], [-3.46, -1.06, -0.93], [-1.79, -2.00, 0.70], [-0.51, -2.82, 0.58], [-0.15, -2.85, -0.92], [-0.33, -3.18, -5.06], [0.42, -4.12, -5.77], [2.42, -7.10, -7.35], [1.03, -6.02, -7.79], [2.59, -5.30, -7.24], [0.70, -6.46, -3.31], [-1.05, -4.99, -2.32], [-2.58, -2.50, -3.23], [-3.37, -0.17, -3.24], [-2.87, 2.27, -3.39], [-3.26, 4.54, -5.16], [-4.77, 4.78, -7.14], [-4.20, 3.65, -9.29], [-2.14, 2.23, -9.42], [-0.69, 1.92, -7.41], [0.80, 1.22, -5.38], [0.70, -1.01, -4.27], [-4.16, -1.31, -0.11], [-3.24, 0.02, -0.84], [-3.99, -1.27, -1.87], [-1.64, -1.03, 1.18], [-2.58, -2.51, 1.28], [-0.71, -3.84, 0.93], [0.32, -2.42, 1.16], [0.08, -3.88, -1.20], [0.74, -2.25, -1.17], [-0.64, -2.28, -5.58], [0.69, -3.94, -6.82]]}


{"formula": "H22O17SV", "method": "the ωB97M-V functional and the def2-TZVPD basis", "de_lowest_kj_mol": 0.0, "charge": -1, "elements": ["O", "V", "O", "S", "O", "O", "O", "O", "O", "H", "H", "O", "H", "H", "O", "H", "H", "O", "H", "H", "O", "H", "H", "O", "H", "H", "O", "H", "H", "O", "H", "H", "O", "H", "H", "O", "H", "H", "O", "H", "H"], "positions_angstrom": [[-0.06, -3.09, 0.59], [-1.27, -2.03, 0.75], [-2.57, -2.82, 0.31], [0.12, 0.23, -0.24], [1.48, 0.14, -0.68], [-0.39, 1.60, -0.16], [-0.79, -0.71, -0.89], [0.05, -0.34, 1.14], [-0.93, -2.39, 3.02], [-0.43, -3.16, 3.29], [-1.38, -2.10, 3.82], [0.31, 1.80, -2.93], [0.48, 1.79, -1.98], [-0.03, 2.68, -3.10], [2.00, -1.30, 2.57], [1.18, -0.92, 2.23], [2.64, -1.11, 1.89], [-2.39, -1.42, -2.86], [-1.56, -1.21, -2.44], [-3.04, -0.95, -2.34], [0.01, 4.07, 0.76], [-0.26, 3.25, 0.34], [0.67, 3.81, 1.39], [-1.36, 1.54, 2.62], [-1.68, 2.35, 2.22], [-0.61, 1.29, 2.07], [-2.76, -0.58, 1.61], [-3.64, -0.30, 1.37], [-2.35, 0.21, 1.98], [3.55, -0.20, 0.59], [2.71, 0.03, 0.20], [4.20, 0.04, -0.07], [2.82, -3.00, -1.53], [2.06, -2.46, -1.73], [3.56, -2.39, -1.54], [2.58, -0.08, -3.07], [2.18, -0.29, -2.22], [2.10, 0.69, -3.37], [-2.72, 2.40, -0.98], [-2.67, 2.85, -1.83], [-1.83, 2.09, -0.82]]}


It is found that the frontier orbital gap values, taken in the order of the records, are 7.5; 9.3 eV.
It is found that the lowest unoccupied orbital energy values, taken in the order of the records, are -3.57; 2.13 eV.